{
  "formula": "C14H23N5O3",
  "method": "ωB97M-V/def2-TZVPD",
  "homo_energy_ev": -8.456,
  "de_lowest_kj_mol": 9.42,
  "smiles": "CNC(=O)[C@@H](Cc1cnc[nH]1)NC(=O)[C@H](NC(C)=O)C(C)C",
  "lumo_energy_ev": 0.61,
  "symbols": ["C", "N", "C", "O", "C", "C", "C", "C", "N", "C", "N", "N", "C", "O", "C", "N", "C", "C", "O", "C", "C", "C", "H", "H", "H", "H", "H", "H", "H", "H", "H", "H", "H", "H", "H", "H", "H", "H", "H", "H", "H", "H", "H", "H", "H"],
  "positions_angstrom": [[-0.02, -4.64, 2.08], [-0.35, -3.25, 1.87], [0.23, -2.21, 2.50], [1.22, -2.36, 3.20], [-0.36, -0.82, 2.15], [0.40, 0.30, 2.86], [1.70, 0.74, 2.20], [1.97, 1.92, 1.54], [3.25, 1.88, 0.98], [3.72, 0.69, 1.35], [2.81, -0.02, 2.01], [-0.42, -0.59, 0.66], [-1.44, 0.01, 0.03], [-2.43, 0.37, 0.64], [-1.33, 0.26, -1.48], [-0.07, 0.91, -1.85], [1.17, 0.39, -1.90], [2.17, 1.34, -2.46], [1.44, -0.76, -1.51], [-2.57, 1.01, -2.01], [-2.65, 2.47, -1.55], [-2.51, 1.03, -3.54], [-0.36, -4.94, 3.09], [1.04, -4.83, 1.95], [-0.53, -5.26, 1.31], [-1.20, -3.09, 1.32], [-1.37, -0.79, 2.54], [0.63, 0.01, 3.88], [-0.26, 1.17, 2.90], [1.29, 2.73, 1.43], [4.70, 0.32, 1.02], [2.89, -1.01, 2.30], [0.42, -0.83, 0.14], [-1.33, -0.76, -1.89], [-0.11, 1.83, -2.22], [2.33, 2.16, -1.80], [3.13, 0.84, -2.48], [1.90, 1.64, -3.48], [-3.52, 0.53, -1.74], [-2.79, 2.58, -0.46], [-1.80, 3.10, -1.83], [-3.54, 2.90, -1.96], [-1.66, 1.61, -3.89], [-3.44, 1.41, -3.95], [-2.36, 0.05, -3.93]]
}

{
  "formula": "C14H23NO4",
  "method": "ωB97M-V/def2-TZVPD",
  "homo_energy_ev": -9.244,
  "de_lowest_kj_mol": 0.00,
  "smiles": "O=C(O)C[C@H](C(=O)NC1CCCCC1)[C@@H]1CCCO1",
  "lumo_energy_ev": 0.61,
  "symbols": ["O", "C", "O", "C", "C", "C", "O", "N", "C", "C", "C", "C", "C", "C", "C", "C", "C", "C", "O", "H", "H", "H", "H", "H", "H", "H", "H", "H", "H", "H", "H", "H", "H", "H", "H", "H", "H", "H", "H", "H", "H", "H"],
  "positions_angstrom": [[4.09, 2.28, 0.04], [3.50, 1.89, 1.01], [4.13, 1.58, 2.15], [2.01, 1.70, 1.14], [1.33, 1.37, -0.20], [-0.18, 1.49, 0.02], [-0.79, 2.49, -0.31], [-0.73, 0.46, 0.69], [-2.16, 0.37, 0.94], [-2.89, -0.33, -0.22], [-2.51, -1.80, -0.31], [-2.82, -2.51, 1.01], [-2.06, -1.85, 2.16], [-2.42, -0.36, 2.25], [1.79, 0.00, -0.75], [2.76, 0.14, -1.92], [1.81, 0.34, -3.10], [0.51, -0.33, -2.63], [0.72, -0.76, -1.30], [5.08, 1.74, 2.07], [1.61, 2.65, 1.51], [1.81, 0.94, 1.89], [1.60, 2.16, -0.91], [-0.22, -0.41, 0.74], [-2.51, 1.41, 1.01], [-3.96, -0.23, -0.06], [-2.64, 0.18, -1.15], [-1.45, -1.90, -0.55], [-3.07, -2.27, -1.12], [-3.89, -2.46, 1.21], [-2.54, -3.56, 0.94], [-0.99, -1.97, 2.01], [-2.32, -2.34, 3.10], [-3.47, -0.26, 2.50], [-1.84, 0.11, 3.05], [2.20, -0.61, 0.06], [3.32, -0.78, -2.04], [3.46, 0.97, -1.79], [1.64, 1.40, -3.29], [2.19, -0.11, -4.02], [0.24, -1.21, -3.21], [-0.34, 0.37, -2.66]]
}

{
  "formula": "C14H24AlN4O5",
  "method": "ωB97M-V/def2-TZVPD",
  "homo_energy_ev": [-11.516, -11.514],
  "de_lowest_kj_mol": 0.00,
  "charge": 1,
  "lumo_energy_ev": [-3.77, -3.77],
  "symbols": ["O", "H", "Al", "N", "N", "O", "O", "C", "C", "C", "C", "H", "H", "H", "H", "H", "H", "H", "H", "O", "H", "H", "C", "H", "H", "H", "O", "H", "H", "N", "C", "C", "C", "C", "C", "C", "C", "C", "N", "C", "H", "H", "H", "H", "H", "H", "H", "H"],
  "positions_angstrom": [[4.63, 0.60, -2.18], [4.48, 1.50, -2.52], [0.10, 0.11, -0.35], [-1.61, -0.22, -1.32], [0.67, -0.57, -2.15], [-2.89, 0.23, -0.82], [1.92, -0.77, -2.38], [-1.57, -0.53, -2.62], [-0.26, -0.81, -3.10], [-2.83, -0.60, -3.41], [0.00, -1.37, -4.46], [-3.42, 0.33, -3.32], [-3.46, -1.45, -3.09], [-2.62, -0.74, -4.48], [1.06, -1.60, -4.59], [-0.30, -0.66, -5.24], [-0.57, -2.29, -4.61], [-3.50, -0.49, -1.09], [3.76, 0.15, -2.33], [-0.04, -1.97, 0.14], [-0.80, -2.12, 0.75], [-0.24, -2.53, -0.63], [0.09, 1.94, -0.56], [-0.01, 2.50, 0.38], [-0.75, 2.24, -1.19], [0.98, 2.32, -1.06], [-3.92, 2.88, 0.79], [-3.66, 2.36, 0.01], [-3.29, 3.61, 0.83], [2.07, -0.32, 0.38], [2.01, -0.36, 1.83], [3.07, -0.78, 2.61], [2.93, -0.81, 4.02], [1.74, -0.42, 4.62], [0.62, -0.03, 3.84], [-0.64, 0.34, 4.37], [-1.66, 0.71, 3.51], [-1.46, 0.67, 2.13], [-0.31, 0.21, 1.62], [0.77, -0.03, 2.42], [2.83, 0.28, 0.04], [2.29, -1.23, -0.03], [4.01, -1.09, 2.15], [3.77, -1.13, 4.64], [1.62, -0.46, 5.71], [-0.77, 0.33, 5.45], [-2.63, 1.05, 3.87], [-2.22, 1.01, 1.43]]
}

{
  "formula": "C14H24BrNO3PRhS2",
  "method": "ωB97M-V/def2-TZVPD",
  "homo_energy_ev": [-3.376, -3.604],
  "de_lowest_kj_mol": 180.80,
  "charge": -1,
  "lumo_energy_ev": [2.67, 2.69],
  "multiplicity": 2,
  "symbols": ["Rh", "C", "C", "O", "P", "S", "S", "O", "C", "C", "H", "H", "H", "H", "H", "H", "H", "H", "H", "H", "O", "C", "C", "C", "N", "C", "Br", "C", "H", "H", "H", "H", "C", "C", "C", "C", "C", "H", "H", "H", "H", "H", "H", "H", "H", "H", "H"],
  "positions_angstrom": [[-0.42, 0.16, -1.31], [2.40, -1.09, 3.71], [2.47, 0.37, 3.32], [2.63, 0.49, 1.90], [1.44, 1.03, 0.98], [1.99, 0.76, -0.91], [-0.32, 0.34, 1.54], [1.55, 2.60, 1.34], [0.80, 3.54, 0.57], [1.47, 4.89, 0.68], [2.32, -1.18, 4.80], [3.29, -1.62, 3.37], [1.52, -1.55, 3.25], [3.33, 0.86, 3.77], [1.57, 0.89, 3.64], [-0.23, 3.57, 0.95], [0.76, 3.22, -0.47], [1.52, 5.21, 1.72], [0.90, 5.63, 0.11], [2.48, 4.84, 0.28], [-5.55, 2.69, -1.26], [-4.61, 1.69, -1.20], [-4.97, 0.35, -1.27], [-3.96, -0.60, -1.20], [-2.69, -0.24, -1.02], [-2.33, 1.04, -0.97], [-0.46, 0.80, -3.72], [-3.28, 2.06, -1.07], [-6.41, 2.28, -1.40], [-6.00, 0.05, -1.40], [-4.17, -1.66, -1.27], [-3.01, 3.10, -1.03], [1.96, -2.51, -2.22], [0.91, -2.72, -1.12], [0.36, -4.15, -1.24], [1.59, -2.59, 0.25], [-0.25, -1.77, -1.29], [2.82, -3.17, -2.06], [2.31, -1.48, -2.22], [1.53, -2.72, -3.21], [1.18, -4.88, -1.18], [-0.16, -4.29, -2.19], [-0.34, -4.36, -0.43], [2.35, -3.37, 0.37], [0.86, -2.67, 1.05], [2.08, -1.62, 0.34], [-1.24, -2.21, -1.28]]
}

{
  "formula": "C14H24F2N2O14S",
  "method": "ωB97M-V/def2-TZVPD",
  "homo_energy_ev": -10.706,
  "smiles": "COCN(C(=O)OCCCS(=O)(=O)O)N(C(=O)F)C(=O)F.COC(=O)OC.COC(=O)OC",
  "lumo_energy_ev": -0.87,
  "symbols": ["C", "O", "C", "N", "C", "O", "O", "C", "C", "C", "S", "O", "O", "O", "N", "C", "O", "F", "C", "O", "F", "H", "H", "H", "H", "H", "H", "H", "H", "H", "H", "H", "H", "C", "O", "C", "O", "O", "C", "H", "H", "H", "H", "H", "H", "C", "O", "C", "O", "O", "C", "H", "H", "H", "H", "H", "H"],
  "positions_angstrom": [[5.94, -2.56, 2.58], [5.53, -1.31, 3.19], [6.56, -0.27, 3.01], [5.99, 1.10, 2.84], [4.72, 1.29, 3.57], [4.74, 1.03, 4.81], [3.59, 1.80, 2.89], [2.35, 1.20, 3.37], [2.07, -0.30, 2.83], [0.83, -0.20, 1.78], [0.38, -1.86, 1.04], [-0.80, -1.72, 0.09], [1.60, -2.28, 0.23], [0.12, -3.01, 2.23], [5.95, 1.53, 1.52], [7.23, 2.11, 1.06], [7.38, 3.35, 1.20], [8.33, 1.38, 0.51], [5.38, 0.54, 0.58], [4.16, 0.48, 0.27], [6.22, -0.43, -0.10], [4.98, -3.20, 2.45], [6.68, -3.11, 3.27], [6.41, -2.43, 1.55], [7.15, -0.26, 4.01], [7.34, -0.57, 2.21], [2.23, 1.23, 4.52], [1.50, 1.86, 2.96], [1.67, -0.91, 3.73], [3.01, -0.79, 2.35], [-0.09, 0.20, 2.34], [1.05, 0.55, 0.93], [0.33, -2.66, 3.13], [-7.61, 0.42, 0.27], [-6.29, 0.79, -0.10], [-5.50, -0.25, -0.43], [-5.83, -1.42, -0.44], [-4.29, 0.23, -0.76], [-3.34, -0.77, -1.13], [-8.16, 1.34, 0.52], [-8.13, -0.07, -0.56], [-7.61, -0.22, 1.15], [-3.68, -1.31, -2.02], [-3.16, -1.47, -0.31], [-2.40, -0.27, -1.37], [-5.46, -0.10, -7.73], [-6.17, 0.43, -6.61], [-5.38, 0.94, -5.65], [-4.17, 0.96, -5.66], [-6.17, 1.41, -4.66], [-5.45, 1.97, -3.56], [-6.20, -0.48, -8.44], [-4.87, 0.67, -8.22], [-4.83, -0.94, -7.42], [-4.86, 2.83, -3.89], [-4.82, 1.22, -3.09], [-6.19, 2.32, -2.83]]
}

{
  "formula": "C14H24GdN4O5",
  "method": "ωB97M-V/def2-TZVPD",
  "homo_energy_ev": [-8.122, -8.127],
  "charge": 1,
  "lumo_energy_ev": [-5.63, -5.64],
  "multiplicity": 8,
  "symbols": ["O", "H", "Gd", "N", "N", "O", "O", "C", "C", "C", "C", "H", "H", "H", "H", "H", "H", "H", "H", "O", "H", "H", "C", "H", "H", "H", "O", "H", "H", "N", "C", "C", "C", "C", "C", "C", "C", "C", "N", "C", "H", "H", "H", "H", "H", "H", "H", "H"],
  "positions_angstrom": [[-0.05, 4.26, 1.05], [0.76, 3.85, 0.68], [0.31, -0.14, -0.28], [-0.58, -0.77, -2.21], [1.67, -1.79, -1.38], [-1.88, -0.20, -2.56], [3.03, -2.17, -0.97], [0.00, -1.58, -3.09], [1.33, -2.14, -2.62], [-0.61, -1.98, -4.39], [2.11, -3.06, -3.51], [-1.38, -1.24, -4.63], [-1.06, -2.97, -4.26], [0.19, -2.00, -5.14], [2.84, -3.59, -2.88], [2.60, -2.46, -4.28], [1.40, -3.76, -3.97], [-2.02, 0.63, -2.03], [3.24, -1.72, -0.12], [-0.46, -2.52, 0.42], [-1.15, -1.89, 0.06], [0.37, -2.55, -0.17], [1.82, 1.36, -1.08], [1.75, 2.48, -1.08], [1.56, 0.77, -2.00], [2.57, 0.80, -0.47], [-2.38, 3.12, -1.57], [-2.04, 3.77, -0.87], [-1.58, 2.63, -1.83], [1.62, -0.50, 1.74], [0.73, 0.13, 2.69], [1.19, 0.13, 3.99], [0.40, 0.69, 5.01], [-0.84, 1.24, 4.72], [-1.35, 1.26, 3.41], [-2.63, 1.76, 3.09], [-3.14, 1.72, 1.81], [-2.39, 1.15, 0.80], [-1.20, 0.63, 1.16], [-0.57, 0.70, 2.38], [2.49, 0.03, 1.56], [1.83, -1.50, 1.92], [2.18, -0.30, 4.19], [0.79, 0.69, 6.02], [-1.46, 1.67, 5.50], [-3.21, 2.21, 3.90], [-4.10, 2.12, 1.53], [-2.70, 1.07, -0.24]]
}

{
  "formula": "C14H24GeN2OZn",
  "method": "ωB97M-V/def2-TZVPD",
  "homo_energy_ev": -8.113,
  "lumo_energy_ev": 0.41,
  "symbols": ["Zn", "C", "C", "C", "C", "C", "H", "H", "H", "H", "H", "C", "Ge", "C", "C", "C", "H", "H", "H", "H", "H", "H", "H", "H", "H", "H", "H", "N", "C", "N", "C", "C", "O", "C", "C", "H", "H", "H", "H", "H", "H", "H", "H"],
  "positions_angstrom": [[1.26, -1.17, -0.55], [3.38, -2.54, -0.84], [3.85, -1.26, -0.49], [3.28, -0.32, -1.37], [2.47, -1.02, -2.31], [2.52, -2.41, -1.96], [3.62, -3.46, -0.34], [4.50, -1.03, 0.34], [3.46, 0.75, -1.38], [1.95, -0.60, -3.15], [2.05, -3.21, -2.50], [2.57, -2.37, 3.03], [1.35, -0.86, 2.73], [2.39, 0.79, 2.53], [0.21, -0.67, 4.32], [0.27, -1.16, 1.14], [3.17, -2.20, 3.92], [3.24, -2.49, 2.17], [2.01, -3.30, 3.16], [3.00, 0.98, 3.41], [1.73, 1.64, 2.38], [3.05, 0.72, 1.66], [0.81, -0.50, 5.21], [-0.38, -1.58, 4.47], [-0.48, 0.17, 4.19], [-0.49, -0.37, 1.08], [-0.27, -2.11, 1.24], [-0.74, -0.37, -1.94], [-1.64, 0.34, -2.01], [-2.70, 1.14, -2.10], [-2.50, 2.47, -2.70], [-3.86, 3.05, -3.03], [-4.68, 3.10, -1.88], [-4.91, 1.80, -1.37], [-3.61, 1.14, -0.94], [-1.90, 2.36, -3.60], [-1.97, 3.12, -1.99], [-4.34, 2.45, -3.81], [-3.74, 4.07, -3.38], [-5.41, 1.19, -2.13], [-5.57, 1.91, -0.51], [-3.79, 0.12, -0.63], [-3.17, 1.70, -0.11]]
}

{
  "formula": "C14H24N2O",
  "method": "ωB97M-V/def2-TZVPD",
  "homo_energy_ev": -8.755,
  "de_lowest_kj_mol": 981.91,
  "smiles": "CCCCCCCCc1nccnc1OCC",
  "lumo_energy_ev": 0.44,
  "symbols": ["C", "C", "C", "C", "C", "C", "C", "C", "C", "N", "C", "C", "N", "C", "O", "C", "C", "H", "H", "H", "H", "H", "H", "H", "H", "H", "H", "H", "H", "H", "H", "H", "H", "H", "H", "H", "H", "H", "H", "H", "H"],
  "positions_angstrom": [[1.41, 0.10, 1.85], [1.06, 1.69, 1.78], [1.88, 2.43, 0.83], [1.62, 1.63, -0.41], [0.26, 2.09, -1.19], [0.12, 1.16, -2.55], [0.06, -0.29, -2.39], [-1.45, -0.72, -2.24], [-2.01, -0.49, -0.71], [-2.88, 0.53, -0.71], [-3.16, 0.85, 0.49], [-2.40, 0.50, 1.64], [-1.47, -0.49, 1.73], [-1.47, -1.05, 0.49], [-1.11, -2.41, 0.11], [-0.08, -2.85, 1.10], [0.86, -4.00, 0.68], [0.78, -0.34, 2.66], [1.26, -0.39, 0.90], [2.50, -0.02, 1.94], [1.41, 1.76, 3.03], [-0.07, 2.02, 1.39], [2.89, 2.21, 1.05], [1.94, 3.45, 0.36], [1.70, 0.43, -0.36], [2.24, 1.95, -1.01], [-0.59, 2.08, -0.49], [0.64, 3.21, -1.49], [1.06, 1.55, -3.13], [-0.71, 1.64, -3.30], [0.76, -0.73, -1.66], [0.10, -0.37, -3.48], [-1.39, -1.87, -2.39], [-2.03, -0.31, -3.06], [-3.84, 1.77, 0.68], [-2.51, 1.28, 2.61], [-0.76, -3.25, 1.80], [0.61, -1.84, 1.48], [0.29, -4.64, 0.09], [1.87, -3.74, 0.18], [0.58, -4.52, 1.72]]
}

{
  "formula": "C14H24N3OS",
  "method": "ωB97M-V/def2-TZVPD",
  "homo_energy_ev": -11.567,
  "de_lowest_kj_mol": 51.60,
  "charge": 1,
  "lumo_energy_ev": -2.92,
  "symbols": ["C", "C", "C", "C", "C", "C", "H", "H", "O", "C", "N", "S", "N", "C", "C", "C", "C", "C", "N", "H", "C", "H", "H", "H", "C", "H", "H", "H", "H", "H", "H", "H", "H", "H", "H", "H", "H", "H", "H", "H", "H", "H", "H"],
  "positions_angstrom": [[-2.94, -2.41, 1.58], [-4.23, -1.84, 1.00], [-4.15, -0.34, 0.71], [-3.18, 0.00, -0.42], [-3.18, 1.49, -0.74], [-2.16, 1.85, -1.81], [-2.35, 1.29, -2.73], [-2.18, 2.92, -2.02], [-0.83, 1.47, -1.44], [-0.23, 2.21, -0.53], [-0.71, 3.33, -0.04], [0.34, 3.96, 1.03], [1.46, 2.80, 0.90], [1.06, 1.88, 0.03], [1.88, 0.72, -0.24], [1.59, -0.21, -1.14], [2.46, -1.41, -1.38], [3.49, -1.58, -0.27], [4.13, -0.28, 0.03], [4.41, 0.12, -0.87], [5.31, -0.41, 0.89], [6.06, -1.03, 0.41], [5.03, -0.87, 1.83], [5.74, 0.57, 1.09], [3.12, 0.65, 0.61], [3.55, 1.65, 0.71], [2.87, 0.30, 1.62], [4.25, -2.30, -0.55], [3.00, -1.93, 0.65], [1.84, -2.31, -1.44], [2.95, -1.31, -2.35], [0.70, -0.13, -1.75], [-4.16, 1.80, -1.09], [-2.95, 2.07, 0.17], [-3.45, -0.56, -1.32], [-2.17, -0.30, -0.14], [-5.14, 0.02, 0.43], [-3.85, 0.19, 1.62], [-5.04, -2.01, 1.71], [-4.48, -2.37, 0.08], [-3.08, -3.46, 1.85], [-2.65, -1.86, 2.47], [-2.13, -2.36, 0.85]]
}

{
  "formula": "C14H24NO3",
  "method": "ωB97M-V/def2-TZVPD",
  "homo_energy_ev": -11.297,
  "de_lowest_kj_mol": 0.00,
  "charge": 1,
  "smiles": "CCOc1cccc(OCCOCC[NH+](C)C)c1",
  "lumo_energy_ev": -2.32,
  "symbols": ["C", "C", "O", "C", "C", "C", "C", "C", "O", "C", "C", "O", "C", "C", "N", "C", "C", "C", "H", "H", "H", "H", "H", "H", "H", "H", "H", "H", "H", "H", "H", "H", "H", "H", "H", "H", "H", "H", "H", "H", "H", "H"],
  "positions_angstrom": [[4.94, 2.33, -0.80], [3.59, 1.64, -0.70], [3.78, 0.42, -0.01], [2.76, -0.44, 0.13], [3.07, -1.67, 0.74], [2.09, -2.62, 0.91], [0.78, -2.39, 0.51], [0.47, -1.17, -0.07], [-0.81, -0.81, -0.48], [-1.74, -1.86, -0.76], [-3.01, -1.22, -1.32], [-3.68, -0.55, -0.25], [-4.11, 0.76, -0.49], [-2.96, 1.79, -0.37], [-1.98, 1.38, 0.66], [-0.89, 2.36, 0.76], [-2.58, 1.14, 1.98], [1.45, -0.20, -0.27], [5.63, 1.70, -1.35], [4.83, 3.28, -1.32], [5.34, 2.51, 0.19], [2.88, 2.28, -0.14], [3.18, 1.45, -1.70], [4.08, -1.84, 1.04], [2.34, -3.56, 1.37], [0.04, -3.15, 0.65], [-1.31, -2.55, -1.48], [-2.00, -2.39, 0.16], [-2.76, -0.53, -2.12], [-3.66, -2.00, -1.71], [-4.87, 0.95, 0.28], [-4.59, 0.87, -1.47], [-3.37, 2.77, -0.12], [-2.43, 1.87, -1.32], [-1.56, 0.47, 0.31], [-1.27, 3.30, 1.16], [-0.46, 2.55, -0.23], [-0.11, 1.99, 1.41], [-3.11, 2.04, 2.31], [-3.28, 0.31, 1.92], [-1.81, 0.90, 2.70], [1.17, 0.72, -0.76]]
}

| no. | E (a.u.) |
| --- | --- |
| 1 | -1046.847179 |
| 2 | -903.031969 |
| 3 | -1385.361110 |
| 4 | -4650.700536 |
| 5 | -2308.447169 |
| 6 | -1908.217037 |
| 7 | -4588.786237 |
| 8 | -732.241553 |
| 9 | -1185.318658 |
| 10 | -828.078906 |